No. 1
Density functional theory data (ωB97M-V/def2-TZVPD) for a 2-piece molecular cluster, C2H2F3NO2 overall in a non-equilibrium geometry.

The HOMO energy (spin up / spin down) comes out at -0.366 / -0.346 Eh. The energy above the lowest of the compared OMol25 structures with the same formula, charge and spin comes out at 7.522 eV. As for the total energy: -15836.92592 eV. The largest force on an atom comes out at 0.0914 hartree/bohr. The LUMO energy (spin up / spin down) is -0.47 / -1.73 eV.

```
! RIJCOSX wB97M-V def2-TZVPD def2/J DEFGRID3
* xyz 0 1
C 1.3309 -0.0231 0.3799
C -0.8744 -1.1446 -0.7201
N 1.0118 -0.1626 1.7446
O 0.1898 0.6398 2.1951
O 1.5710 -0.9846 2.4377
F 2.2481 -0.8280 -0.1363
F -0.8700 -2.3324 -0.2085
F -0.4860 -1.0554 -1.9519
H 1.2863 1.0699 -0.0147
H -1.6555 -0.6022 -0.4627
*
```

***

No. 2
Density functional theory data (ωB97M-V/def2-TZVPD) for C29H34FeN6O2Se as an isolated structure in a non-equilibrium geometry.

The HOMO energy (spin up / spin down) comes out at -0.132 / -0.139 Eh. As for the total energy: -143394.78639 eV. As for the expectation value of S²: 8.78. The largest force on an atom comes out at 0.0370 hartree/bohr. The LUMO energy (spin up / spin down) is 1.52 / 1.45 eV.

```
! RIJCOSX wB97M-V def2-TZVPD def2/J DEFGRID3
* xyz -1 6
Fe 0.5553 -0.2656 -0.0369
N -0.9596 -0.1078 -1.9809
N -0.1273 -0.4082 -3.0722
C 1.1337 -1.0184 -2.8424
O 1.6586 -1.5685 -3.8032
O 1.5943 -0.8857 -1.6582
H -1.6832 -0.8021 -1.8403
H -1.3754 0.8042 -2.1154
H -0.5729 -0.7153 -3.9210
C 1.1329 -4.6472 5.5896
C 0.2030 -4.4229 4.3985
C 0.8947 -3.8019 3.1848
C 1.1055 -2.2854 3.2857
N -0.1219 -1.5539 3.5014
C -0.8210 -0.8270 2.4189
Se -1.2554 -2.0115 0.8502
N -1.9750 -0.3086 3.1497
C -3.1057 0.3098 2.5059
C -4.2736 -0.6547 2.2480
C -4.8145 -1.3330 3.5063
C -5.7003 -0.4272 4.3602
C -1.7020 -0.2878 4.4985
C -2.3275 0.3537 5.5486
C -1.7638 0.2506 6.8273
C -0.6160 -0.4864 7.0380
C 0.0146 -1.1525 5.9788
C -0.5295 -1.0458 4.7140
H 0.5742 -5.0292 6.4461
H 1.6248 -3.7222 5.8935
H 1.9103 -5.3739 5.3412
H -0.6305 -3.7817 4.6939
H -0.2227 -5.3851 4.1015
H 0.2824 -3.9809 2.3018
H 1.8681 -4.2802 3.0239
H 1.5407 -1.9322 2.3479
H 1.8078 -2.0409 4.0892
H -2.7616 0.7062 1.5454
H -3.4388 1.1510 3.1240
H -3.9108 -1.4222 1.5664
H -5.0765 -0.1024 1.7442
H -3.9715 -1.6952 4.0983
H -5.3947 -2.2100 3.2078
H -5.1867 0.4980 4.6247
H -5.9830 -0.9277 5.2879
H -6.6133 -0.1605 3.8222
H -3.2224 0.9421 5.3936
H -2.2293 0.7728 7.6544
H -0.1835 -0.5398 8.0296
H 0.9149 -1.7259 6.1524
N 2.7761 6.5589 1.3599
C 2.3707 5.5692 0.9371
C 1.8664 4.3515 0.4177
C 0.4900 4.1039 0.3491
C 0.0446 2.8859 -0.1006
N 0.8499 1.8795 -0.4637
C 2.1684 2.1408 -0.4445
C 2.7124 3.3308 -0.0259
H -0.2119 4.8722 0.6411
H -1.0163 2.6775 -0.1721
H 2.7934 1.3315 -0.8087
H 3.7828 3.4822 -0.0444
C 0.1085 0.2196 1.8369
C 0.6093 1.2487 2.7203
C 1.9967 1.3663 2.9484
C 2.5131 2.3329 3.7922
C 1.6752 3.2463 4.4173
C 0.3047 3.1581 4.2059
C -0.2201 2.1804 3.3818
H 2.6564 0.6562 2.4610
H 3.5835 2.3863 3.9605
H 2.0835 4.0168 5.0585
H -0.3616 3.8680 4.6834
H -1.2894 2.1405 3.2194
*
```

***

No. 3
Density functional theory data (ωB97M-V/def2-TZVPD) for a 11-piece molecular cluster, C47H115N5O11 overall in a non-equilibrium geometry.

The HOMO energy (spin up / spin down) comes out at 0.024 / -0.230 Eh. As for the total energy: -80564.91887 eV. As for the expectation value of S²: 0.75. The largest force on an atom comes out at 0.0833 hartree/bohr. The LUMO energy (spin up / spin down) is 1.99 / 2.05 eV.

```
! RIJCOSX wB97M-V def2-TZVPD def2/J DEFGRID3
* xyz -1 2
C 5.1241 2.3395 -2.5769
C 4.6876 2.3790 -3.9779
O 5.0462 3.5538 -4.5866
H 6.0939 1.9294 -2.2951
H 4.3599 1.7387 -2.0837
H 4.9670 3.3075 -2.1009
H 3.6138 2.3059 -4.1500
H 5.1929 1.5703 -4.5059
H 4.5955 4.2896 -4.1657
C -2.0910 -3.8331 -3.8604
C -1.3476 -4.8519 -2.9548
O -1.4925 -6.1933 -3.5227
H -2.2475 -2.8612 -3.3923
H -2.9790 -4.3816 -4.1745
H -1.6006 -3.7872 -4.8327
H -1.8189 -4.7655 -1.9757
H -0.2717 -4.6982 -2.8717
H -0.9531 -6.1772 -4.3167
C 1.1398 3.9108 -2.1462
C 0.5012 5.3365 -2.1814
O 1.3765 6.4214 -1.9727
H 1.8096 3.7558 -1.3004
H 1.7804 3.6060 -2.9738
H 0.3495 3.1610 -2.1823
H -0.3189 5.2183 -1.4732
H -0.0273 5.4802 -3.1238
H 1.0076 7.1625 -2.4588
C -5.6932 -2.0938 -2.1955
C -5.2110 -1.6154 -3.4986
O -5.5792 -0.2803 -3.4908
H -6.7688 -1.9176 -2.1775
H -5.3370 -1.5553 -1.3173
H -5.4668 -3.1541 -2.0837
H -5.7561 -2.1667 -4.2648
H -4.1677 -1.6674 -3.8100
H -5.4720 -0.0195 -4.4085
C 1.7223 -3.2082 3.9434
C 2.0570 -3.2303 5.4134
O 2.4299 -1.8435 5.5957
H 2.6120 -3.1445 3.3169
H 0.9471 -2.4790 3.7083
H 1.1889 -4.1249 3.6920
H 3.0356 -3.6553 5.6363
H 1.2879 -3.7645 5.9714
H 2.7048 -1.7474 6.5104
C 0.0594 -0.1732 -4.2150
C 0.6265 -0.5638 -5.5789
O -0.0667 0.1338 -6.5758
H 0.7112 -0.7520 -3.5606
H -1.0065 -0.3880 -4.1396
H 0.1248 0.8744 -3.9211
H 0.5546 -1.6354 -5.7645
H 1.6490 -0.1910 -5.6393
H 0.1122 1.0732 -6.6610
C -2.4125 -8.7587 3.3774
C -2.2072 -7.2159 3.3715
C -1.6325 -6.7769 2.0739
C -1.6701 -5.2984 1.6599
C -3.1779 -4.8406 1.7476
C -3.7501 -5.0810 3.1517
N -3.5275 -6.5665 3.5109
O -4.2389 -7.0283 4.6319
C -3.0934 -4.0996 4.1594
C -5.3139 -4.7595 3.0038
C -1.1841 -6.9146 4.3997
H -1.5188 -9.2467 2.9884
H -3.1385 -9.1557 2.6679
H -2.6681 -9.0993 4.3808
H -0.6172 -7.1643 1.9889
H -2.2449 -7.3447 1.3735
H -1.2546 -5.1021 0.6715
H -0.9847 -4.7462 2.3028
H -3.6485 -5.5010 1.0193
H -3.0834 -3.7962 1.4502
H -2.0099 -3.9989 4.0964
H -3.3991 -3.0568 4.0735
H -3.2872 -4.2559 5.2206
H -5.8574 -4.7287 3.9481
H -5.4206 -3.8618 2.3949
H -5.8943 -5.4699 2.4150
H -1.4934 -7.2956 5.3730
H -1.1537 -5.8418 4.5901
H -0.1121 -7.0573 4.2636
H -4.8527 -7.7327 4.4115
C 4.1722 6.8870 4.8967
C 3.9798 7.5859 3.5242
C 4.8493 6.7876 2.4693
C 4.3006 5.4150 2.1138
C 2.8653 5.5887 1.6203
C 1.9422 6.3388 2.5392
N 2.5870 7.5762 3.0017
O 1.7291 8.3663 3.7366
C 0.6386 6.6639 1.6535
C 1.4764 5.4545 3.7472
C 4.4315 9.0550 3.4770
H 4.0161 5.8100 4.8357
H 3.5213 7.2675 5.6839
H 5.2110 7.0951 5.1530
H 4.8707 7.4577 1.6099
H 5.8876 6.8085 2.8003
H 4.3980 4.5916 2.8214
H 4.9979 5.2492 1.2926
H 2.4948 4.5750 1.4677
H 2.7891 5.9775 0.6048
H -0.1780 7.1403 2.1960
H 0.8016 7.3023 0.7852
H 0.1639 5.7275 1.3603
H 0.7060 4.7762 3.3803
H 2.2361 4.8078 4.1861
H 0.8691 5.9052 4.5322
H 5.4704 9.2288 3.7574
H 3.8945 9.7462 4.1267
H 4.3248 9.5655 2.5198
H 1.5364 9.1054 3.1551
C 1.8335 1.4996 1.2094
C 0.9425 0.4455 0.4657
C 1.2510 -0.9628 1.0599
C 0.2461 -2.1640 0.6804
C -1.1293 -1.6925 0.9747
C -1.5141 -0.2915 0.4194
N -0.5120 0.7561 0.6228
O -0.9002 2.0054 0.2559
C -1.9431 -0.5241 -1.0458
C -2.7962 0.0808 1.2609
C 1.3865 0.3508 -1.0887
H 1.5760 2.5063 0.8803
H 1.6314 1.3193 2.2652
H 2.9131 1.3558 1.1661
H 2.2366 -1.1854 0.6511
H 1.2501 -0.7770 2.1339
H 0.2396 -2.3553 -0.3926
H 0.4809 -3.1250 1.1380
H -1.4928 -1.8864 1.9839
H -1.7672 -2.3636 0.3996
H -2.1704 0.4330 -1.5153
H -2.8888 -1.0661 -1.0512
H -1.2319 -0.9229 -1.7692
H -3.4054 -0.7822 1.5295
H -3.3385 0.8115 0.6608
H -2.5356 0.5889 2.1894
H 0.7237 -0.4177 -1.4863
H 1.1601 1.2814 -1.6091
H 2.4369 0.1410 -1.2908
H -0.9852 2.3762 1.1373
C -2.3641 3.2962 -3.4504
C -3.7419 2.8736 -3.0792
C -4.1944 3.7934 -1.9065
O -5.5882 3.6873 -1.5402
C -5.9196 2.3895 -1.1005
N -4.5401 3.1760 -4.2901
H -2.0881 2.9634 -4.4510
H -1.6658 2.8946 -2.7162
H -2.3001 4.3843 -3.4397
H -3.9403 1.8416 -2.7898
H -4.0745 4.8675 -2.0479
H -3.6494 3.6460 -0.9741
H -7.0027 2.2692 -1.1246
H -5.5950 2.1688 -0.0836
H -5.6183 1.6224 -1.8138
H -5.4871 3.0744 -3.9540
H -4.4440 2.5499 -5.0768
C 2.7717 -4.3249 -2.2119
C 3.1538 -3.2922 -3.2403
C 4.3632 -2.3821 -2.7212
O 4.0692 -1.7262 -1.5119
C 5.1549 -1.4903 -0.6407
N 3.5043 -4.0096 -4.4537
H 3.7046 -4.6243 -1.7342
H 2.4760 -5.3265 -2.5241
H 2.1795 -3.9416 -1.3810
H 2.3339 -2.5893 -3.3882
H 4.6029 -1.6879 -3.5267
H 5.3074 -2.9019 -2.5582
H 5.5440 -2.3944 -0.1723
H 4.9410 -0.8069 0.1811
H 5.8656 -0.9312 -1.2493
H 3.9761 -4.8378 -4.1199
H 2.6367 -4.3549 -4.8386
*
```

***

No. 4
Density functional theory data (ωB97M-V/def2-TZVPD) for C27H44BrN3OP2Pd as an isolated structure in a non-equilibrium geometry.

The HOMO energy comes out at -0.278 Eh. The energy above the lowest of the compared OMol25 structures with the same formula, charge and spin comes out at 0.598 eV. As for the total energy: -127329.51550 eV. The largest force on an atom comes out at 0.0879 hartree/bohr. The LUMO energy is -0.77 eV.

```
! RIJCOSX wB97M-V def2-TZVPD def2/J DEFGRID3
* xyz 0 1
C 0.0648 -4.3126 6.7503
C 0.7730 -4.2455 5.5355
C 1.7198 -5.2396 5.2410
C 1.9133 -6.2706 6.1693
N 1.2284 -6.3193 7.3077
C 0.3311 -5.3855 7.6117
C 0.5465 -3.1821 4.5941
C 0.3756 -2.2358 3.8452
C 0.1565 -1.1091 3.0122
C -1.1667 -0.7375 2.7009
C -1.3742 0.2909 1.7836
C -0.2369 0.7898 1.1564
C 1.0813 0.5704 1.5491
C 1.2832 -0.4505 2.4769
Pd -0.4555 1.7720 -0.5837
P -1.8224 0.7894 -1.9266
H 2.2775 -5.2021 4.3069
H -0.6739 -3.5532 7.0022
H 2.6446 -7.0576 5.9508
H -0.2124 -5.4645 8.5610
H 2.2929 -0.7566 2.7562
H -1.9989 -1.2703 3.1601
H 1.8886 1.1809 1.1454
H -2.3524 0.7077 1.5481
C -1.9207 1.7659 -3.4606
C -2.0802 0.9563 -4.7453
H -0.9917 2.3620 -3.4624
H -2.7470 2.4818 -3.3174
H -2.2131 1.6478 -5.5829
H -1.1979 0.3462 -4.9580
H -2.9527 0.2961 -4.7264
C -0.8440 -0.7269 -2.1986
C -1.5587 -2.0267 -1.8387
H 0.0349 -0.5926 -1.5323
H -0.4608 -0.7244 -3.2316
H -0.8427 -2.8536 -1.9266
H -1.9249 -2.0161 -0.8032
H -2.4006 -2.2388 -2.5097
C -3.5027 0.4193 -1.3339
C -4.4920 -0.0156 -2.4163
H -3.8301 1.3435 -0.8322
H -3.4188 -0.3422 -0.5441
H -5.4481 -0.2958 -1.9530
H -4.6955 0.7970 -3.1246
H -4.1348 -0.8864 -2.9817
Br 0.7785 3.9683 -0.3439
P 4.0732 0.4101 -2.4397
C 2.5770 -0.2665 -3.2705
C 2.7498 -0.3557 -4.7891
H 1.7263 0.3750 -2.9908
H 2.3991 -1.2635 -2.8377
H 1.9704 -0.9935 -5.2167
H 2.6769 0.6297 -5.2596
H 3.7223 -0.7872 -5.0492
C 3.6583 2.1454 -1.9956
C 4.9229 3.0121 -1.9639
H 3.1221 2.1655 -1.0310
H 2.9430 2.5109 -2.7512
H 4.6422 4.0653 -2.0003
H 5.4941 2.8438 -1.0485
H 5.5682 2.7944 -2.8182
C 4.1299 -0.4754 -0.8222
C 5.0112 -1.7302 -0.8543
H 3.0988 -0.7149 -0.5215
H 4.5310 0.2502 -0.0981
H 5.2286 -2.0516 0.1695
H 4.5187 -2.5619 -1.3687
H 5.9644 -1.5334 -1.3567
C -5.4184 3.5158 1.6352
N -4.1890 4.2506 1.7691
C -3.0094 3.9098 1.1369
N -1.9755 4.7315 1.4812
O -2.9055 2.9422 0.3636
H -5.2152 2.5658 1.1306
H -6.1666 4.0692 1.0536
H -5.8732 3.3163 2.6121
H -4.1265 5.0128 2.4400
H -1.0888 4.6173 0.9775
H -2.2007 5.6265 1.8835
*
```

***

No. 5
Density functional theory data (ωB97M-V/def2-TZVPD) for the molecule C4H3IO in a non-equilibrium geometry.

The HOMO energy comes out at -0.358 Eh. Its SMILES is C#CC(=O)CI. The energy above the lowest of the compared OMol25 structures with the same formula, charge and spin comes out at 0.061 eV. As for the total energy: -14341.88610 eV. The largest force on an atom comes out at 0.0510 hartree/bohr. The LUMO energy is -0.14 eV.

```
! RIJCOSX wB97M-V def2-TZVPD def2/J DEFGRID3
* xyz 0 1
C 1.3690 1.7514 -1.1041
C 0.7950 0.7394 -0.8157
C 0.0492 -0.5516 -0.6020
C -1.1782 -0.9374 0.4066
O 0.4049 -1.4666 -1.3052
I -2.9117 0.2415 -0.0272
H 1.9045 2.6177 -1.3667
H -1.3835 -1.9822 0.2003
H -0.8983 -0.7629 1.4405
*
```